Record 1
Density functional theory data (ωB97M-V/def2-TZVPD) for a molecular structure, C20H35N5O6S2Se2W.

Last column: Mulliken charge in e.
CARTESIAN COORDINATES (ANGSTROEM)
W: 0.31 0.23 -0.65  1.572
C: 2.36 -1.20 6.33  -1.509
C: 2.32 -1.21 4.84  0.869
C: 1.59 -2.17 4.14  -0.910
C: 1.58 -2.21 2.76  -0.510
C: 2.33 -1.26 2.07  0.492
C: 3.07 -0.29 2.72  -0.503
C: 3.06 -0.27 4.11  -0.882
S: 2.39 -1.38 0.34  1.229
O: 0.97 -1.69 -0.12  -0.592
O: 3.37 -2.29 -0.14  -0.621
N: 2.45 0.11 -0.27  -0.227
C: 3.27 0.22 -1.48  -1.168
C: 2.42 -0.18 -2.68  0.753
O: 2.82 -0.55 -3.73  -0.539
O: 1.08 -0.05 -2.41  -0.058
H: 1.52 -1.74 6.76  0.384
H: 2.35 -0.18 6.73  0.396
H: 3.27 -1.68 6.69  0.327
H: 1.02 -2.90 4.70  0.427
H: 1.01 -2.97 2.23  0.540
H: 3.64 0.44 2.17  0.455
H: 3.63 0.49 4.63  0.449
H: 4.15 -0.42 -1.44  0.517
H: 3.61 1.24 -1.62  0.375
N: 1.05 2.36 -1.02  -0.628
C: 0.90 2.94 -2.40  -0.335
C: -0.52 3.43 -2.62  -0.821
C: -1.56 2.59 -1.87  -0.452
N: -1.23 1.13 -1.92  -0.243
H: 0.62 3.01 -0.36  0.361
H: 2.03 2.34 -0.76  0.256
H: 1.16 2.17 -3.12  0.098
H: 1.61 3.76 -2.50  0.575
H: -0.72 3.40 -3.69  0.348
H: -0.64 4.46 -2.29  0.382
H: -2.53 2.73 -2.34  0.505
H: -1.65 2.88 -0.82  0.285
H: -1.05 0.89 -2.93  -0.778
H: -2.10 0.63 -1.74  0.676
O: -2.76 2.79 1.56  -0.407
C: -3.51 1.82 2.28  -1.449
C: -2.83 0.46 2.09  1.972
C: -3.57 -0.56 2.96  -1.392
O: -3.05 -1.84 2.67  -0.447
C: -2.97 0.06 0.60  -1.184
Se: -1.56 -1.18 0.06  -0.060
C: -1.38 0.52 2.61  -1.832
Se: -0.08 1.39 1.43  0.053
H: -3.14 3.66 1.72  0.322
H: -4.54 1.76 1.91  0.468
H: -3.54 2.06 3.35  0.522
H: -4.64 -0.51 2.74  0.534
H: -3.43 -0.31 4.02  0.438
H: -3.54 -2.52 3.15  0.336
H: -2.93 0.97 0.00  0.580
H: -3.92 -0.44 0.44  0.429
H: -0.99 -0.48 2.80  0.686
H: -1.34 1.11 3.52  0.623
S: -1.24 0.63 -4.97  -0.417
C: -0.59 -0.91 -4.79  -0.126
N: 0.43 -1.40 -5.47  0.022
C: 0.73 -2.80 -5.17  -0.555
C: -0.22 -3.07 -3.99  -0.213
N: -1.01 -1.84 -3.89  -0.019
H: 0.95 -0.83 -6.12  0.236
H: 1.77 -2.92 -4.89  0.303
H: 0.51 -3.42 -6.04  0.322
H: 0.33 -3.24 -3.06  0.014
H: -0.86 -3.94 -4.16  0.444
H: -2.00 -1.86 -3.68  0.300

Calculated values
**LUMO (alpha / beta)**: -7.842 / -7.841 eV
**F_max**: 0.50 eV/A
**Energy above the lowest of the compared OMol25 structures with the same formula, charge and spin**: 0.00 kJ/mol
**Total charge**: +2

Record 2
Density functional theory data (ωB97M-V/def2-TZVPD) for C4H8O3 in the gas phase.

Last column: Mulliken charge in e.
CARTESIAN COORDINATES (ANGSTROEM)
C: -0.14 -1.65 -0.47  -1.260
O: 0.54 -0.39 1.76  -0.483
C: -0.06 0.73 1.37  0.691
O: -0.73 1.42 2.09  -0.609
C: 0.24 1.08 -0.08  0.047
C: 0.06 -0.17 -1.03  -0.481
O: -0.55 2.16 -0.46  -0.564
H: -0.84 -1.74 0.38  0.395
H: 0.78 -2.17 -0.15  0.401
H: -0.55 -2.27 -1.27  0.339
H: 1.30 1.39 -0.07  0.273
H: 0.81 -0.81 0.92  0.346
H: 0.91 -0.16 -1.73  0.227
H: -0.82 0.09 -1.62  0.323
H: -0.95 2.49 0.37  0.353

Calculated values
**SMILES**: CC[C@@H](O)C(=O)O
**LUMO**: 0.643 eV
**F_max**: 0.88 eV/A
**Energy above the lowest of the compared OMol25 structures with the same formula, charge and spin**: 108.54 kJ/mol

What did the first record say?
Density functional theory data (ωB97M-V/def2-TZVPD) for a molecular structure, C20H35N5O6S2Se2W.

Last column: Mulliken charge in e.
CARTESIAN COORDINATES (ANGSTROEM)
W: 0.31 0.23 -0.65  1.572
C: 2.36 -1.20 6.33  -1.509
C: 2.32 -1.21 4.84  0.869
C: 1.59 -2.17 4.14  -0.910
C: 1.58 -2.21 2.76  -0.510
C: 2.33 -1.26 2.07  0.492
C: 3.07 -0.29 2.72  -0.503
C: 3.06 -0.27 4.11  -0.882
S: 2.39 -1.38 0.34  1.229
O: 0.97 -1.69 -0.12  -0.592
O: 3.37 -2.29 -0.14  -0.621
N: 2.45 0.11 -0.27  -0.227
C: 3.27 0.22 -1.48  -1.168
C: 2.42 -0.18 -2.68  0.753
O: 2.82 -0.55 -3.73  -0.539
O: 1.08 -0.05 -2.41  -0.058
H: 1.52 -1.74 6.76  0.384
H: 2.35 -0.18 6.73  0.396
H: 3.27 -1.68 6.69  0.327
H: 1.02 -2.90 4.70  0.427
H: 1.01 -2.97 2.23  0.540
H: 3.64 0.44 2.17  0.455
H: 3.63 0.49 4.63  0.449
H: 4.15 -0.42 -1.44  0.517
H: 3.61 1.24 -1.62  0.375
N: 1.05 2.36 -1.02  -0.628
C: 0.90 2.94 -2.40  -0.335
C: -0.52 3.43 -2.62  -0.821
C: -1.56 2.59 -1.87  -0.452
N: -1.23 1.13 -1.92  -0.243
H: 0.62 3.01 -0.36  0.361
H: 2.03 2.34 -0.76  0.256
H: 1.16 2.17 -3.12  0.098
H: 1.61 3.76 -2.50  0.575
H: -0.72 3.40 -3.69  0.348
H: -0.64 4.46 -2.29  0.382
H: -2.53 2.73 -2.34  0.505
H: -1.65 2.88 -0.82  0.285
H: -1.05 0.89 -2.93  -0.778
H: -2.10 0.63 -1.74  0.676
O: -2.76 2.79 1.56  -0.407
C: -3.51 1.82 2.28  -1.449
C: -2.83 0.46 2.09  1.972
C: -3.57 -0.56 2.96  -1.392
O: -3.05 -1.84 2.67  -0.447
C: -2.97 0.06 0.60  -1.184
Se: -1.56 -1.18 0.06  -0.060
C: -1.38 0.52 2.61  -1.832
Se: -0.08 1.39 1.43  0.053
H: -3.14 3.66 1.72  0.322
H: -4.54 1.76 1.91  0.468
H: -3.54 2.06 3.35  0.522
H: -4.64 -0.51 2.74  0.534
H: -3.43 -0.31 4.02  0.438
H: -3.54 -2.52 3.15  0.336
H: -2.93 0.97 0.00  0.580
H: -3.92 -0.44 0.44  0.429
H: -0.99 -0.48 2.80  0.686
H: -1.34 1.11 3.52  0.623
S: -1.24 0.63 -4.97  -0.417
C: -0.59 -0.91 -4.79  -0.126
N: 0.43 -1.40 -5.47  0.022
C: 0.73 -2.80 -5.17  -0.555
C: -0.22 -3.07 -3.99  -0.213
N: -1.01 -1.84 -3.89  -0.019
H: 0.95 -0.83 -6.12  0.236
H: 1.77 -2.92 -4.89  0.303
H: 0.51 -3.42 -6.04  0.322
H: 0.33 -3.24 -3.06  0.014
H: -0.86 -3.94 -4.16  0.444
H: -2.00 -1.86 -3.68  0.300

Calculated values
**LUMO (alpha / beta)**: -7.842 / -7.841 eV
**F_max**: 0.50 eV/A
**Energy above the lowest of the compared OMol25 structures with the same formula, charge and spin**: 0.00 kJ/mol
**Total charge**: +2

Which of these has the highest energy above the lowest of the compared OMol25 structures with the same formula, charge and spin?
C4H8O3

What is the F_max in the first record?
0.50 eV/A